(1)
# C36H91N3O11

11 unconnected molecules or ions with the total composition C36H91N3O11 in a non-equilibrium geometry (ωB97M-V/def2-TZVPD, the OMol25 dataset).

Computed properties:
total charge	0
structure (SMILES)	CCCCCO[C@H](CCCCCCCCCCCCn1cccc1)[C@H](N)CCCN.CO.CO.CO.CO.CO.CO.CO.CO.CO.CO
DFT total energy	-2417.65838	Ha

XYZ file:
```
141
Properties=species:S:1:pos:R:3:lowdin_charge:R:1
C 4.29277 -3.76033 3.56411 -0.151
C 3.68529 -2.98670 2.26102 -0.248
C 3.28875 -1.51386 2.76383 -0.220
C 3.55554 -0.34612 1.67175 -0.156
C 2.65765 -0.54643 0.32647 -0.203
O 1.27038 -0.39171 0.63069 -0.139
C 0.52124 0.54005 -0.15516 -0.275
C -0.13737 -0.07273 -1.51958 -0.135
C 0.79401 -1.06812 -2.34013 -0.179
C 0.62863 -2.63510 -2.02507 -0.187
C -0.34911 -3.00373 -0.81431 -0.209
C -0.13590 -4.56076 -0.38044 -0.187
C -0.73072 -4.65959 1.13765 -0.220
C -2.30499 -4.35853 1.21910 -0.202
C -2.64368 -3.64938 2.63827 -0.204
C -4.14852 -4.03822 3.05266 -0.225
C -5.28965 -3.28164 2.21313 -0.205
C -4.96933 -1.69939 1.96165 -0.178
C -6.40107 -0.95946 1.96451 -0.173
N -6.32564 0.51912 1.79918 -0.167
C -5.75251 1.55282 2.63902 -0.086
C -5.95938 2.96004 2.01327 -0.078
C -6.72586 2.66857 0.65104 -0.089
C -6.91500 1.13964 0.60918 -0.094
C 1.14983 2.00246 -0.38632 -0.317
N 1.98169 2.15353 -1.61908 0.030
C 1.88499 2.63900 0.90385 -0.154
C 1.12349 2.41179 2.29717 -0.174
C 0.78095 3.88786 2.91426 -0.288
N -0.13993 4.68197 2.05539 -0.032
H 3.63376 -3.56858 4.49680 0.078
H 4.36540 -4.88991 3.41535 0.064
H 5.33791 -3.35285 3.85207 0.077
H 4.46955 -3.01950 1.43366 0.105
H 2.71118 -3.53908 2.01559 0.099
H 2.23120 -1.44266 3.22288 0.123
H 4.00529 -1.26864 3.64335 0.106
H 3.34456 0.63954 2.20507 0.076
H 4.67208 -0.37293 1.38104 0.116
H 2.82253 -1.66389 0.04910 0.120
H 3.07506 0.04826 -0.54913 0.102
H -0.42794 0.75965 0.48210 0.144
H -0.30776 0.85836 -2.19078 0.111
H -1.19435 -0.45851 -1.28915 0.101
H 1.92479 -0.83744 -2.28697 0.079
H 0.52670 -0.93242 -3.46102 0.112
H 1.67460 -3.10947 -1.89992 0.092
H 0.18783 -3.14328 -2.96896 0.116
H -0.32860 -2.28519 0.07113 0.105
H -1.42964 -2.96507 -1.23291 0.098
H -0.69433 -5.28703 -1.08103 0.116
H 0.97306 -4.85168 -0.43314 0.099
H -0.40342 -5.63959 1.62879 0.108
H -0.18920 -3.81154 1.71540 0.101
H -2.69904 -3.65558 0.40660 0.098
H -2.85039 -5.35705 1.09221 0.115
H -2.41945 -2.52988 2.65386 0.102
H -1.92695 -4.14602 3.40178 0.110
H -4.28231 -3.92542 4.19262 0.107
H -4.26150 -5.16672 2.82870 0.106
H -6.23962 -3.28113 2.87834 0.102
H -5.56980 -3.81192 1.22360 0.119
H -4.24565 -1.29578 2.76155 0.108
H -4.41940 -1.60944 0.95670 0.114
H -6.96689 -1.37076 1.04418 0.134
H -6.97882 -1.17623 2.92692 0.129
H -5.24746 1.34754 3.65204 0.109
H -5.63402 3.97150 2.42248 0.073
H -7.07627 3.44656 -0.10448 0.072
H -7.43653 0.61482 -0.25193 0.100
H 0.22971 2.69303 -0.55969 0.140
H 2.83431 2.67394 -1.37484 0.061
H 2.17595 1.26334 -2.09190 0.052
H 2.99030 2.33365 0.89877 0.105
H 1.88442 3.78439 0.71854 0.103
H 0.12017 1.87559 2.22719 0.106
H 1.82492 1.92788 3.07642 0.104
H 0.23186 3.70139 3.91190 0.104
H 1.75089 4.45931 3.17769 0.123
H 0.40037 5.20166 1.32871 0.031
H -0.86444 4.10935 1.60344 0.065
C 1.33016 7.78083 -0.68245 -0.144
O 0.89949 6.45283 -0.42282 -0.144
H 2.37958 7.87248 -0.40279 0.086
H 1.21887 7.99988 -1.74676 0.063
H 0.73556 8.48255 -0.09191 0.081
H -0.03049 6.40027 -0.67946 0.083
C 5.24717 -1.18870 -2.36088 -0.147
O 4.13870 -1.97965 -2.76410 -0.134
H 5.36845 -0.36671 -3.06717 0.081
H 5.06704 -0.78320 -1.36144 0.057
H 6.15392 -1.79883 -2.35756 0.080
H 4.05373 -2.69818 -2.12385 0.069
C -4.57390 -6.40717 6.39431 -0.169
O -3.61105 -6.28654 5.35532 -0.144
H -5.57124 -6.39286 5.95372 0.082
H -4.42670 -7.34996 6.92474 0.067
H -4.47325 -5.56928 7.08810 0.075
H -2.73992 -6.30167 5.77131 0.078
C 5.18082 4.47577 -3.57861 -0.137
O 4.55621 3.26603 -3.98756 -0.149
H 5.88428 4.78815 -4.35104 0.070
H 4.42374 5.25225 -3.44304 0.074
H 5.72050 4.31128 -2.64247 0.081
H 3.93958 3.01248 -3.28675 0.048
C 2.14914 3.75116 -6.22022 -0.158
O 1.20469 4.53284 -5.50100 -0.136
H 2.25709 4.16349 -7.22416 0.078
H 3.11376 3.78206 -5.71064 0.051
H 1.79478 2.71914 -6.28902 0.078
H 1.12855 4.14654 -4.61837 0.066
C -5.18685 -7.30165 10.21367 -0.153
O -5.87280 -6.95292 9.02032 -0.142
H -4.27230 -6.71164 10.27894 0.080
H -5.81871 -7.08569 11.07880 0.075
H -4.93083 -8.36413 10.19492 0.077
H -6.67617 -7.48786 8.98684 0.084
C -2.63096 0.59622 -4.20370 -0.153
O -2.82205 0.15906 -2.86579 -0.149
H -1.81777 0.02217 -4.64937 0.078
H -3.54718 0.43188 -4.77673 0.075
H -2.37076 1.65774 -4.21158 0.079
H -3.54564 0.68184 -2.49543 0.087
C 8.73229 4.03562 -6.24657 -0.166
O 8.55874 2.93102 -5.37338 -0.131
H 9.77252 4.35949 -6.20570 0.079
H 8.48637 3.73663 -7.26872 0.076
H 8.08523 4.85848 -5.93127 0.066
H 7.63096 2.66705 -5.43051 0.071
C 3.73489 9.39263 -3.89259 -0.159
O 3.30171 8.06594 -3.63246 -0.141
H 4.78463 9.48136 -3.61189 0.079
H 3.62547 9.61420 -4.95720 0.077
H 3.14229 10.09669 -3.30238 0.074
H 2.37203 8.01470 -3.88916 0.071
C -3.48435 -3.14520 -5.13377 -0.158
O -2.70960 -3.39112 -3.97016 -0.135
H -3.23333 -3.88997 -5.88948 0.080
H -4.54732 -3.22109 -4.89013 0.077
H -3.25920 -2.14778 -5.52056 0.063
H -2.95104 -2.71832 -3.31870 0.060
```

---

(2)
# C4H7NOS

A molecular structure, C4H7NOS in a non-equilibrium geometry (ωB97M-V/def2-TZVPD, the OMol25 dataset).

Computed properties:
total charge	0
relative energy (zero: lowest compared OMol25 entry of this formula, charge and spin)	572.4	kJ/mol
DFT total energy	-684.58906	Ha

XYZ file:
```
14
Properties=species:S:1:pos:R:3:lowdin_charge:R:1
C 0.60571 -1.65963 0.28132 -0.071
C -0.16711 -0.32214 0.12966 -0.408
C 0.63130 0.82830 -0.43721 -0.526
C 0.25223 2.18646 -0.79115 -0.406
H 0.83607 -1.78997 1.48218 0.127
H 0.08173 -2.77641 0.04777 0.139
H 1.58278 -1.78408 -0.24138 0.061
H -2.86098 -0.80489 1.26102 0.276
H 1.67202 0.40204 -0.19966 0.126
H 0.80022 3.21410 -0.88715 0.116
H -0.80735 2.41057 -0.68877 0.051
N -1.27560 0.02886 0.68877 -0.016
O -1.64457 -0.99755 1.65057 -0.191
S 0.29354 1.06434 -2.29597 0.721
```